Entry from the OMol25 dataset: a structure of composition C69H63IN12O22P at a distorted geometry (ωB97M-V with the def2-TZVPD basis set).

As for the charge: +1. For the molar mass, the calculation gives 1570.2 g/mol. For the total energy, the calculation gives -152852.04406 eV. For the energy relative to the best compared isomer or geometry (same formula, charge and spin), the calculation gives 2.123 eV. Its gap between HOMO and LUMO is 5.778 eV. Its multiplicity is 1. As for the maximum force: 6.39 eV/Å.

Element x y z (Å)
C: -7.790 5.487 -4.420
C: -7.554 4.811 -3.116
C: -8.403 5.232 -1.990
N: -6.715 3.864 -2.871
P: -5.343 3.776 -3.785
I: -3.553 5.082 -2.893
H: -7.593 4.800 -5.219
H: -7.139 6.343 -4.514
H: -8.813 5.803 -4.454
H: -9.343 5.566 -2.387
H: -7.928 6.025 -1.438
H: -8.605 4.375 -1.378
H: -4.893 2.459 -3.711
H: -5.490 4.074 -5.145
C: 0.088 7.307 -0.362
C: 0.609 7.539 0.900
C: -0.197 7.418 2.020
C: -1.521 7.070 1.860
C: -2.061 6.838 0.614
C: -1.247 6.953 -0.498
N: -2.375 6.911 3.046
O: -1.875 7.123 4.131
O: -3.527 6.566 2.867
H: 0.724 7.381 -1.233
H: 1.652 7.795 1.019
H: 0.215 7.584 3.004
H: -3.098 6.555 0.507
H: -1.662 6.731 -1.469
C: -1.665 1.911 3.997
C: -1.222 1.112 2.951
C: -0.358 1.630 2.004
C: 0.051 2.946 2.117
C: -0.388 3.760 3.145
C: -1.252 3.234 4.091
N: 0.977 3.485 1.112
O: 1.324 2.747 0.211
O: 1.321 4.649 1.213
H: -2.336 1.502 4.740
H: -1.546 0.087 2.868
H: -0.013 1.011 1.189
H: -0.064 4.787 3.217
H: -1.601 3.857 4.903
C: 3.455 -2.989 -0.101
C: 2.601 -4.073 -0.249
C: 1.329 -4.034 0.295
C: 0.932 -2.900 0.980
C: 1.773 -1.815 1.146
C: 3.043 -1.864 0.599
N: -0.425 -2.837 1.530
O: -1.151 -3.801 1.385
O: -0.760 -1.810 2.096
H: 4.447 -3.017 -0.534
H: 2.925 -4.948 -0.794
H: 0.661 -4.874 0.180
H: 1.448 -0.939 1.688
H: 3.713 -1.023 0.713
C: -2.898 -4.126 3.907
C: -4.113 -4.738 4.197
C: -4.706 -4.544 5.434
C: -4.076 -3.737 6.362
C: -2.866 -3.128 6.094
C: -2.277 -3.326 4.858
N: -4.715 -3.510 7.666
O: -5.770 -4.071 7.885
O: -4.153 -2.769 8.450
H: -2.437 -4.269 2.942
H: -4.596 -5.359 3.470
H: -5.649 -5.017 5.663
H: -2.386 -2.504 6.833
H: -1.331 -2.852 4.632
C: 8.441 -2.048 4.402
C: 7.952 -0.936 3.731
C: 7.505 -1.054 2.426
C: 7.552 -2.292 1.814
C: 8.040 -3.409 2.465
C: 8.488 -3.281 3.768
N: 7.063 -2.427 0.437
O: 6.659 -1.427 -0.123
O: 7.084 -3.532 -0.065
H: 8.789 -1.953 5.422
H: 7.918 0.024 4.225
H: 7.127 -0.191 1.901
H: 8.076 -4.367 1.969
H: 8.875 -4.144 4.291
C: 12.684 -3.496 -1.002
C: 12.896 -2.205 -0.537
C: 12.917 -1.945 0.824
C: 12.721 -2.987 1.706
C: 12.496 -4.279 1.264
C: 12.479 -4.530 -0.096
N: 12.757 -2.720 3.149
O: 12.932 -1.573 3.508
O: 12.608 -3.661 3.903
H: 12.672 -3.690 -2.060
H: 13.049 -1.398 -1.239
H: 13.083 -0.941 1.184
H: 12.339 -5.083 1.967
H: 12.307 -5.535 -0.453
C: -4.256 0.843 -0.268
C: -3.226 -0.060 -0.050
C: -3.197 -1.258 -0.743
C: -4.203 -1.533 -1.650
C: -5.241 -0.651 -1.877
C: -5.264 0.545 -1.178
N: -4.161 -2.796 -2.400
O: -3.249 -3.562 -2.159
O: -5.039 -2.994 -3.214
H: -4.277 1.781 0.274
H: -2.444 0.171 0.659
H: -2.396 -1.963 -0.576
H: -6.022 -0.887 -2.585
H: -6.070 1.251 -1.337
C: -5.749 -6.302 -2.986
C: -5.473 -5.025 -2.518
C: -5.484 -4.766 -1.157
C: -5.770 -5.799 -0.284
C: -6.053 -7.074 -0.733
C: -6.042 -7.323 -2.095
N: -5.765 -5.542 1.164
O: -5.535 -4.410 1.548
O: -5.993 -6.482 1.900
H: -5.735 -6.501 -4.049
H: -5.248 -4.232 -3.217
H: -5.271 -3.774 -0.788
H: -6.278 -7.867 -0.037
H: -6.259 -8.317 -2.460
C: -9.306 5.201 3.586
C: -8.855 5.503 2.308
C: -7.751 4.849 1.790
C: -7.115 3.896 2.562
C: -7.545 3.587 3.838
C: -8.649 4.247 4.350
N: -5.956 3.184 2.011
O: -5.579 3.482 0.887
O: -5.435 2.334 2.696
H: -10.171 5.710 3.986
H: -9.367 6.248 1.715
H: -7.395 5.081 0.799
H: -7.034 2.843 4.430
H: -8.999 4.015 5.345
C: -7.493 7.850 -10.479
C: -6.830 8.431 -9.407
C: -7.418 8.448 -8.154
C: -8.667 7.876 -7.995
C: -9.345 7.299 -9.053
C: -8.750 7.288 -10.303
N: -9.288 7.872 -6.665
O: -8.680 8.399 -5.749
O: -10.371 7.337 -6.544
H: -7.028 7.835 -11.455
H: -5.853 8.870 -9.547
H: -6.907 8.902 -7.319
H: -10.322 6.863 -8.913
H: -9.266 6.840 -11.139
C: 17.647 -8.905 -1.561
C: 17.618 -7.560 -1.219
C: 16.510 -6.790 -1.528
C: 15.443 -7.384 -2.174
C: 15.456 -8.720 -2.528
C: 16.569 -9.482 -2.218
N: 14.258 -6.575 -2.484
O: 14.280 -5.398 -2.176
O: 13.317 -7.125 -3.019
H: 18.512 -9.505 -1.314
H: 18.458 -7.112 -0.709
H: 16.484 -5.744 -1.264
H: 14.615 -9.166 -3.036
H: 16.594 -10.529 -2.485

Löwdin population analysis, charges in e, atoms 1 to 4: -0.03, -0.43, 0.00, -0.15